Below is a structure of composition C5H8MgO5Pm in a non-equilibrium geometry, with properties calculated with ωB97M-V with the def2-TZVPD basis set.

Computed properties:
spin multiplicity	6
HOMO energy (alpha / beta)	-13.82 / -13.82	eV
LUMO energy (alpha / beta)	-9.33 / -9.17	eV
orbital gap (alpha / beta)	4.486 / 4.644	eV
max |F|	5.09	eV Å⁻¹
net charge	+2

```
20
Properties=species:S:1:pos:R:3:nbo_charge:R:1
C -1.71884 1.52829 -0.96028 0.779
O -2.46736 1.98511 -1.84673 -0.894
O -2.08435 1.26674 0.21268 -0.798
Pm -3.93085 3.78401 -3.51922 1.955
O 0.45683 1.84658 0.10215 -0.964
C 1.48999 1.27863 -0.61657 -0.163
C 1.12135 -0.14991 -0.88543 0.459
O 0.71223 -0.66009 0.23602 -0.453
C 0.48656 -2.03574 0.62529 -0.109
C 0.19724 -1.92996 2.12629 -0.073
O -0.69336 -0.90927 2.39484 -1.043
Mg -0.58521 0.76131 1.46888 1.823
H 2.51855 1.27705 -0.19693 0.269
H 1.60727 1.74635 -1.61807 0.191
H 1.78334 -0.77101 -1.50373 0.217
H -0.84724 0.67802 -1.53463 0.022
H 1.37891 -2.61560 0.36078 0.214
H -0.40190 -2.36392 0.07062 0.215
H 1.16598 -1.79571 2.64923 0.160
H -0.18915 -2.92089 2.43481 0.192
```

---

Below is the ion C5H8N with charge +1 in a non-equilibrium geometry, with properties calculated with ωB97M-V with the def2-TZVPD basis set.

Computed properties:
structure (SMILES)	C[C@H]1[C@]23C[N@@+]12C3
HOMO energy	-17.45	eV
LUMO energy	-4.44	eV
orbital gap	13.012	eV
max |F|	6.14	eV Å⁻¹
net charge	+1

```
14
Properties=species:S:1:pos:R:3:nbo_charge:R:1
C -1.26916 -0.84017 1.01764 -0.571
C 0.06737 -0.70295 0.08272 -0.035
C 0.04193 0.17903 -1.14416 0.158
C 1.54786 0.15073 -1.25041 -0.210
N 1.05135 0.37531 0.01428 -0.125
C 0.12036 1.38713 -0.36423 -0.237
H -1.84274 -1.58420 0.41518 0.256
H -1.70845 0.18369 1.00996 0.219
H -1.09006 -1.20527 1.93917 0.240
H 0.51546 -1.72322 -0.02249 0.257
H 1.82689 -0.96879 -1.45835 0.266
H 2.12186 0.95388 -1.63717 0.264
H 0.54104 2.27002 -0.87613 0.259
H -0.59125 1.66911 0.43557 0.259
```

---

- Look up the max |F| of the second one.
  6.14 eV Å⁻¹